No. 1
# C12H17BBeN6O2

A structure of composition C12H17BBeN6O2 in a non-equilibrium geometry (wB97M-V/def2-TZVPD, the Open Molecules 2025 dataset).

The relative energy (zero: lowest compared OMol25 entry of this formula, charge and spin) is 25.3 kcal/mol. As for the total charge: +2. For the LUMO energy (spin up / spin down), the calculation gives -9.9 / -11.5 eV. The HOMO energy (spin up / spin down) comes out at -15.9 / -15.8 eV. The spin multiplicity is 1. The calculation puts the gap between HOMO and LUMO (spin up / spin down) at 5.97 / 4.27 eV.

Structure (XYZ):
```
39
Properties=species:S:1:pos:R:3:forces:R:3:nbo_charge:R:1
O -0.320337 2.138065 2.014315 -0.23 -1.77 -0.81 -0.3880
O 0.749892 0.345850 2.802946 -1.29 -0.40 -1.99 -0.5163
N -0.519346 -1.217746 -2.032355 -0.41 0.20 0.50 -0.3154
N -0.271585 1.220413 -1.874517 -0.10 2.31 -1.98 -0.2091
N -1.023169 -1.358121 -0.746751 0.12 -0.07 -0.40 -0.5523
N 1.628767 -0.240472 -1.279697 -0.36 0.51 0.30 -0.3136
N 1.331036 -0.266932 0.076113 0.61 -0.46 -0.36 -0.5825
N -0.726347 1.345914 -0.577368 -1.68 1.78 0.61 -0.3594
C 0.862548 0.860483 4.145363 -0.03 0.48 0.81 -0.2731
C -0.514463 2.351026 -2.554110 1.20 -2.81 -0.48 0.0683
C 2.511711 -0.302739 0.729388 -0.14 0.26 -1.03 0.0369
C 3.549362 -0.225199 -0.199237 0.00 -0.17 0.28 -0.2993
C -1.162802 3.228945 -1.698786 -0.62 1.43 -0.24 -0.0115
C 2.956266 -0.202304 -1.450321 -0.20 0.10 0.40 0.0594
C -1.591897 -1.302253 2.142487 0.00 -0.18 0.48 -0.7376
C -1.304359 2.555335 -0.478159 0.94 -2.55 1.08 0.0467
C -0.016681 0.973075 1.884925 1.76 2.49 4.43 0.5294
C -1.955871 -2.896602 -2.085511 0.14 0.06 0.06 -0.2913
C -1.884293 -2.399778 -0.781077 0.68 0.58 -0.64 0.0272
C -1.075522 -2.129785 -2.840402 -0.19 0.21 0.56 0.0518
B 0.483451 -0.073212 -2.310627 0.22 -1.29 0.42 0.5194
Be -0.331153 -0.212121 0.434093 0.18 0.52 -2.75 1.6334
H -0.736196 -1.180842 1.408907 -1.04 -1.52 1.85 0.0229
H 4.593226 -0.187582 0.034005 0.24 -0.11 -0.05 0.2690
H -0.219409 2.434099 -3.593692 -0.05 0.12 0.18 0.2823
H 0.599968 0.039279 4.815073 0.03 0.13 -0.13 0.2248
H -2.433189 -0.619615 1.961886 0.36 -0.12 -0.14 0.2465
H -0.811822 -2.143185 -3.885788 -0.06 -0.16 0.00 0.2559
H -2.372144 -2.765417 0.111642 -0.01 0.15 -0.27 0.2389
H 0.868919 -0.054295 -3.444063 -0.15 0.20 0.26 0.0251
H 1.903024 1.144476 4.305292 -0.12 0.04 -0.07 0.2295
H 2.553581 -0.363249 1.802935 0.06 -0.03 -0.16 0.2537
H 3.385153 -0.152097 -2.442500 -0.04 -0.03 0.15 0.2599
H -1.940179 -2.340445 2.059323 0.25 0.39 -0.09 0.2658
H 0.192701 1.710271 4.294218 0.18 -0.14 -0.02 0.2158
H -2.557999 -3.713965 -2.430060 -0.05 -0.14 -0.04 0.2697
H -1.477609 4.234522 -1.917903 -0.07 0.11 -0.05 0.2776
H -1.730948 2.919804 0.444308 -0.02 -0.12 -0.12 0.2821
H -1.192283 -1.153590 3.155695 -0.10 0.00 -0.53 0.2574
```
Positions in Å, forces in eV/Å.

***

No. 2
# C12H17BBr2In

A structure of composition C12H17BBr2In in a non-equilibrium geometry (wB97M-V/def2-TZVPD, the Open Molecules 2025 dataset).

As for the total charge: +3. For the LUMO energy, the calculation gives -16.1 eV. The HOMO energy comes out at -18.1 eV. The spin multiplicity is 1. The calculation puts the gap between HOMO and LUMO at 2.04 eV.

Structure (XYZ):
```
33
Properties=species:S:1:pos:R:3:forces:R:3:lowdin_charge:R:1
In 2.093640 -1.927614 2.916763 0.54 -0.23 1.41 1.3302
Br -3.213931 1.522164 -3.660193 1.45 -0.81 1.00 0.9244
Br 1.130725 0.141338 -2.183407 -0.64 0.00 -0.33 0.7998
C -2.131693 -1.176523 1.245889 -0.86 0.06 0.04 -0.1892
C -1.076287 -0.176665 2.004797 -0.03 -0.76 0.28 -0.1313
C 1.120672 -1.742734 0.858820 1.35 1.33 -0.21 -0.1329
C -2.060549 -1.146470 -0.393172 -0.27 -0.23 0.00 -0.1584
C -0.235218 2.763920 -2.134239 0.44 0.38 0.71 -0.1419
C 1.611518 0.583817 2.353291 1.77 -2.41 -1.55 0.0312
C 3.822994 -0.870941 1.230352 -3.68 -0.13 0.14 0.0019
C 2.755347 -1.962861 0.581583 -0.27 3.07 1.56 -0.0482
C -0.342462 1.308622 -2.885165 -1.54 2.21 -0.78 -0.6779
C 0.507174 -0.483805 1.711174 2.29 1.01 -0.32 -0.1778
C -1.759759 0.514731 -2.660609 1.05 -1.17 -1.16 -0.6294
C 3.227738 0.376885 2.115386 -1.97 -2.05 -1.37 0.0120
B -2.196571 0.351263 -1.065954 0.13 -1.55 -0.68 -0.1791
H -2.619826 1.289358 -0.495312 0.00 0.18 0.20 0.0748
H 3.128987 -2.891662 -0.063123 -0.90 2.07 1.56 0.1791
H -0.159261 1.508692 -4.036196 -0.11 -0.90 2.34 0.1358
H 0.414811 -2.557359 0.403247 1.29 1.71 1.03 0.1505
H 0.554803 2.620916 -1.251255 -1.72 0.73 -2.02 0.0686
H -3.005344 -1.765003 -0.776614 1.93 1.22 0.62 0.1664
H -3.222146 -0.786118 1.534971 2.50 -0.75 -0.47 0.1610
H 1.233882 1.498517 3.012289 0.86 -2.15 -1.45 0.1778
H -1.234872 3.143547 -1.647508 1.78 -1.06 -1.09 0.0960
H 0.106160 3.623264 -2.882613 -0.53 -2.10 1.66 0.1268
H -1.309784 0.966234 1.750853 0.83 -2.42 0.47 0.1690
H 4.980142 -1.051636 1.054062 -2.54 0.52 0.53 0.1729
H -1.228643 -0.315999 3.179631 0.40 0.45 -2.40 0.1682
H 3.991898 1.133061 2.592373 -1.65 -1.59 -0.91 0.1659
H -1.122325 -1.666566 -0.860688 -1.70 0.69 0.92 0.0799
H -1.664821 -0.532159 -3.218660 -0.38 2.26 1.16 0.1264
H -2.096999 -2.292213 1.669228 0.18 2.43 -0.89 0.1475
```
Positions in Å, forces in eV/Å.

***

No. 3
# C12H17ClINOPV

A structure of composition C12H17ClINOPV in a non-equilibrium geometry (wB97M-V/def2-TZVPD, the Open Molecules 2025 dataset).

The relative energy (zero: lowest compared OMol25 entry of this formula, charge and spin) is 0.0 kcal/mol. As for the total charge: +2. For the LUMO energy (spin up / spin down), the calculation gives -8.5 / -8.5 eV. The HOMO energy (spin up / spin down) comes out at -15.4 / -15.4 eV. The spin multiplicity is 3. The expectation value of S² is 2.0256. The calculation puts the gap between HOMO and LUMO (spin up / spin down) at 6.89 / 6.87 eV.

Structure (XYZ):
```
35
Properties=species:S:1:pos:R:3:forces:R:3:mulliken_spin:R:1
I 1.762991 -2.907746 -1.800648 -0.48 -1.73 -1.15 -0.0229
V 0.172048 -1.094755 -1.167046 -2.86 0.18 0.70 1.9848
Cl -2.077606 -0.738151 -0.981062 0.37 -0.44 -0.16 0.0353
P 0.041430 0.849704 -2.618875 -0.76 1.04 -0.41 -0.1289
O 2.628208 0.634316 -0.512858 -4.41 -3.07 -1.77 0.0876
N 0.129685 -1.151871 0.832762 -0.50 0.90 1.47 -0.0694
C -1.280429 0.066528 3.935357 -0.15 -0.04 0.23 0.0069
C -1.195072 0.454379 -3.885415 -0.30 -0.31 -0.06 0.0038
C 1.146910 -0.183920 3.891322 0.50 -0.03 0.35 0.0033
C -0.641804 2.155222 -1.552396 0.00 0.20 0.09 0.0117
C -0.318637 -3.429683 -2.685908 1.06 -1.04 -0.57 0.0314
C -0.102139 -0.275017 3.242892 -0.09 0.24 0.39 0.0037
C -1.209755 0.402600 5.291492 -0.14 -0.19 -0.48 -0.0004
C 0.022170 0.382551 5.958727 -0.17 0.06 -0.29 0.0016
C 1.203842 0.139111 5.250150 -0.14 -0.17 -0.38 -0.0004
C 1.707567 -0.023711 -0.846156 6.09 4.13 2.33 -0.0162
C 1.441405 1.553830 -3.540869 0.19 -0.28 0.23 -0.0003
C -0.094348 -0.728905 1.900021 0.89 -0.47 -0.67 0.0604
H -2.233764 0.046265 3.404719 0.23 0.00 0.27 0.0007
H -0.195501 -3.315645 -3.767901 0.10 0.17 0.38 0.0000
H 0.124304 2.494756 -0.843132 -0.09 0.03 -0.22 0.0040
H 1.924712 0.753753 -4.117859 -0.07 0.25 0.07 0.0006
H 2.173798 1.990600 -2.850549 -0.15 -0.03 -0.25 0.0006
H -0.971738 3.006760 -2.165372 0.16 -0.21 0.15 0.0000
H 0.050293 0.567557 7.034402 0.06 0.03 -0.37 0.0000
H -1.116436 -2.805334 -2.281175 0.12 0.08 0.25 0.0002
H -1.394240 1.355502 -4.492300 0.16 -0.40 0.17 -0.0009
H 2.070459 -0.380287 3.330960 -0.45 0.02 0.32 0.0005
H -2.118165 0.118481 -3.382526 0.43 0.25 -0.38 0.0022
H -0.812794 -0.364658 -4.520847 -0.20 0.44 0.09 -0.0001
H -0.448700 -4.497612 -2.445409 0.09 0.62 0.19 0.0034
H -1.489306 1.766770 -0.973093 0.25 0.14 -0.33 0.0004
H 1.068929 2.321226 -4.232850 0.07 -0.17 0.24 -0.0037
H -2.131367 0.656489 5.824836 0.43 -0.14 -0.20 0.0001
H 2.163061 0.180891 5.766594 -0.26 -0.04 -0.23 0.0002
```
Positions in Å, forces in eV/Å.

***

no.,energy (eV)
1,-26816.570
2,-158609.955
3,-71841.464